# 1
The following is a DFT calculation (the ωB97M-V functional and the def2-TZVPD basis) of an isolated molecule of C18H19ClN4S.

```
43
Properties=species:S:1:pos:R:3
C -0.470 -0.343 2.114
C -1.013 -1.707 1.699
N -1.339 -1.736 0.297
C -0.512 -1.882 -0.782
C 0.964 -2.017 -0.710
N 1.531 -0.694 -0.514
C 2.892 -0.483 -0.412
C 3.382 0.821 -0.545
C 4.721 1.100 -0.373
C 5.599 0.072 -0.066
Cl 7.284 0.415 0.147
C 5.138 -1.226 0.065
C 3.795 -1.502 -0.107
N -1.201 -1.801 -1.887
N -2.486 -1.604 -1.573
C -2.568 -1.557 -0.272
S -4.008 -1.213 0.646
C -4.558 0.238 -0.351
C -3.468 1.256 -0.355
C -2.650 1.407 -1.469
C -1.575 2.278 -1.432
C -1.309 3.010 -0.287
C -2.129 2.875 0.822
C -3.199 1.999 0.790
H -1.201 0.433 1.899
H -0.263 -0.344 3.180
H 0.447 -0.119 1.575
H -0.276 -2.489 1.902
H -1.929 -1.934 2.251
H 1.242 -2.651 0.138
H 1.313 -2.485 -1.640
H 1.043 0.024 -1.033
H 2.695 1.619 -0.786
H 5.086 2.109 -0.480
H 5.828 -2.022 0.298
H 3.457 -2.521 -0.009
H -4.787 -0.132 -1.348
H -5.459 0.587 0.151
H -2.848 0.828 -2.359
H -0.943 2.382 -2.302
H -0.467 3.685 -0.256
H -1.929 3.447 1.716
H -3.828 1.877 1.660
```

## Properties
- Electronic energy: -48292.7783 eV
- Orbital gap: 8.63 eV
- 2S+1: 1
- SMILES: CCn1c(CNc2ccc(Cl)cc2)nnc1SCc1ccccc1
- Relative energy (zero: lowest compared OMol25 entry of this formula, charge and spin): 0.001 eV
- E_LUMO: 0.556 eV



# 2
The following is a DFT calculation (the ωB97M-V functional and the def2-TZVPD basis) of a cluster of 4 separate species, C18H19F24N2O3 in total.

```
66
Properties=species:S:1:pos:R:3
N -2.139 -2.265 -4.511
C -2.312 -3.537 -4.704
C -3.405 -4.306 -4.086
C -4.724 -4.092 -4.882
N -5.106 -2.675 -4.970
H -1.354 -1.941 -5.076
H -1.640 -4.036 -5.417
H -3.518 -4.020 -3.029
H -3.157 -5.372 -4.132
H -4.525 -4.440 -5.908
H -4.316 -2.043 -5.125
H -5.564 -2.385 -4.115
C -2.831 -2.396 0.283
C -1.630 -1.807 -0.464
C -0.808 -2.763 -1.322
F -0.220 -3.725 -0.571
F 0.189 -2.059 -1.921
F -0.817 -1.138 0.400
F -2.136 -0.889 -1.327
O -2.653 -2.711 1.655
C -2.206 -3.931 2.069
C -0.896 -3.809 2.856
F 0.069 -3.254 2.099
F -0.492 -5.049 3.226
F -2.098 -4.822 1.069
F -3.117 -4.417 2.952
H -3.565 -1.594 0.295
H -3.278 -3.221 -0.272
H -1.425 -3.220 -2.102
H -1.055 -3.198 3.747
C 0.867 0.936 -2.301
C 0.547 1.329 -3.747
C 1.719 1.435 -4.722
F 2.593 2.394 -4.334
F 1.245 1.770 -5.944
F -0.175 2.474 -3.767
F -0.234 0.336 -4.235
O 0.928 1.984 -1.345
C 2.069 2.669 -1.083
C 1.920 4.166 -1.375
F 1.630 4.368 -2.673
F 3.097 4.780 -1.094
F 3.155 2.153 -1.687
F 2.286 2.581 0.266
H 0.012 0.346 -1.982
H 1.733 0.278 -2.239
H 2.240 0.477 -4.797
H 1.130 4.590 -0.753
C 1.225 3.597 4.510
C 2.432 4.375 3.968
C 3.479 3.587 3.182
F 4.061 2.645 3.958
F 4.440 4.446 2.765
F 3.019 5.078 4.962
F 1.923 5.272 3.072
O 1.253 3.217 5.872
C 1.790 2.028 6.282
C 2.960 2.245 7.248
F 3.937 2.961 6.659
F 3.463 1.037 7.599
F 2.138 1.231 5.256
F 0.836 1.381 6.996
H 0.400 4.304 4.456
H 0.966 2.760 3.861
H 3.028 3.114 2.310
H 2.613 2.770 8.140
```

## Properties
- Electronic energy: -93315.1353 eV
- Orbital gap: 3.43 eV
- Total charge: -1
- 2S+1: 1
- E_LUMO: 1.724 eV